No. 1
Density functional theory data (ωB97M-V with the def2-TZVPD basis set) for a 2-piece molecular cluster, C4H12N2 overall in a non-equilibrium geometry.

CARTESIAN COORDINATES (ANGSTROEM)
C1 0.382 -3.926 -1.452
C2 0.594 -3.290 -0.234
C3 0.146 -1.907 0.255
H1 0.273 -3.176 -2.293
H2 0.291 -4.967 -1.798
H3 0.844 -3.938 0.603
H4 0.412 -1.831 1.341
H5 -0.945 -1.817 0.331
H6 0.704 -1.212 -0.361
N1 0.002 1.872 -0.502
C4 -0.117 2.478 0.891
N2 -0.837 3.786 0.979
H7 -0.886 1.881 -0.919
H8 0.687 2.361 -1.042
H9 0.824 2.701 1.199
H10 -0.611 1.848 1.578
H11 -1.569 3.815 0.221
H12 -0.203 4.599 1.045

Properties
LUMO level	1.0	eV
Kohn-Sham gap	10.03	eV
max |F|	3.863	eV Å⁻¹

---

No. 2
Density functional theory data (ωB97M-V with the def2-TZVPD basis set) for C6H10O2 as an isolated structure in a non-equilibrium geometry.

CARTESIAN COORDINATES (ANGSTROEM)
C1 -0.543 -0.593 -0.075
C2 0.816 -1.035 -0.558
C3 1.724 0.212 0.022
C4 0.708 1.410 0.452
C5 -0.450 0.919 -0.345
C6 -2.029 -0.386 -0.310
H1 -0.695 -1.535 1.684
H2 1.274 -2.006 -0.176
H3 0.868 -1.266 -1.642
H4 2.271 -0.187 0.866
H5 2.353 0.599 -0.802
H6 0.401 1.450 1.542
H7 1.210 2.349 0.127
H8 -0.576 1.041 -1.413
H9 -2.416 -0.407 -1.299
H10 -2.586 -0.931 0.433
O1 -0.448 -0.669 1.366
O2 -1.880 1.034 0.126

Properties
LUMO level	0.8	eV
Kohn-Sham gap	10.40	eV
max |F|	2.986	eV Å⁻¹

---

No. 3
Density functional theory data (ωB97M-V with the def2-TZVPD basis set) for a 5-piece molecular cluster, C14H37N4O7 overall in a non-equilibrium geometry.

CARTESIAN COORDINATES (ANGSTROEM)
C1 -4.331 -1.105 1.070
C2 -4.612 -0.523 2.473
C3 -3.724 -1.163 3.512
O1 -2.551 -1.645 2.882
C4 -2.117 -3.009 2.978
N1 -4.368 1.024 2.401
H1 -5.114 1.429 1.940
H2 -4.198 1.440 3.286
H3 -3.531 1.273 1.873
H4 -3.447 -0.618 0.657
H5 -5.162 -1.072 0.413
H6 -4.031 -2.161 1.165
H7 -5.632 -0.529 2.767
H8 -4.302 -1.867 4.119
H9 -3.332 -0.402 4.188
H10 -2.873 -3.779 2.791
H11 -1.647 -3.261 3.925
H12 -1.251 -3.056 2.219
C5 -1.143 -2.678 -3.695
C6 -1.690 -1.468 -3.024
O2 -2.818 -1.107 -2.823
N2 -0.474 -0.522 -2.490
H13 -0.504 -0.507 -1.419
H14 0.517 -0.820 -2.721
C7 -0.662 0.892 -2.880
H15 -1.881 -3.482 -3.446
H16 -0.068 -3.019 -3.694
H17 -1.246 -2.486 -4.782
H18 0.197 1.497 -2.713
H19 -1.476 1.348 -2.398
H20 -0.756 0.952 -3.948
C8 1.803 -2.790 2.492
C9 1.878 -2.011 1.203
O3 0.911 -2.070 0.447
N3 2.989 -1.360 0.904
H21 1.256 0.707 1.634
H22 3.805 -1.646 1.456
C10 3.173 -0.412 -0.231
H23 2.807 -2.920 2.995
H24 1.506 -3.836 2.273
H25 1.047 -2.198 3.070
H26 4.094 0.177 -0.024
H27 2.336 0.290 -0.372
H28 3.204 -0.969 -1.190
C11 3.487 4.147 -3.820
C12 3.040 3.434 -2.546
O4 2.304 2.538 -2.402
N4 3.653 4.072 -1.272
H29 3.884 5.080 -1.377
H30 2.954 4.041 -0.551
C13 4.879 3.183 -0.781
H31 2.993 5.113 -3.851
H32 3.228 3.558 -4.672
H33 4.543 4.355 -3.868
H34 4.965 3.321 0.269
H35 5.835 3.626 -1.167
H36 4.656 2.216 -1.137
O5 -0.382 -0.284 2.498
C14 -0.473 0.391 1.294
O6 0.643 0.921 0.914
O7 -1.504 0.409 0.597
H37 -1.283 -0.663 2.590

Properties
LUMO level	-7.9	eV
charge	+3
Kohn-Sham gap	9.09	eV
max |F|	3.760	eV Å⁻¹

---

No. 4
Density functional theory data (ωB97M-V with the def2-TZVPD basis set) for a 2-piece molecular cluster, C9H14O2 overall in a non-equilibrium geometry.

CARTESIAN COORDINATES (ANGSTROEM)
C1 3.065 2.025 -0.195
C2 1.818 1.417 0.416
C3 0.602 2.069 0.290
C4 -0.572 1.474 0.784
C5 -0.557 0.181 1.274
O1 -1.625 -0.398 1.884
C6 0.689 -0.416 1.478
C7 1.861 0.237 1.160
H1 3.671 1.333 -0.766
H2 3.678 2.568 0.513
H3 2.687 2.699 -0.968
H4 0.515 3.103 0.048
H5 -1.444 2.068 0.530
H6 -2.406 0.153 1.904
H7 0.649 -1.351 2.026
H8 2.794 -0.223 1.394
C8 -0.872 -2.146 -1.160
C9 -2.355 -1.780 -0.977
O2 -2.912 -1.137 -2.133
H9 -0.715 -3.071 -0.600
H10 -0.115 -1.468 -0.783
H11 -0.764 -2.327 -2.231
H12 -2.865 -2.736 -0.893
H13 -2.552 -1.121 -0.151
H14 -2.274 -1.153 -2.845

Properties
LUMO level	0.9	eV
Kohn-Sham gap	9.32	eV
max |F|	1.853	eV Å⁻¹